Density functional theory data (ωB97M-V with the def2-TZVPD basis set) for a 40-piece molecular cluster, H80O40 overall at a distorted geometry.

energy above the lowest of the compared OMol25 structures with the same formula, charge and spin: 8.774 eV
gap between HOMO and LUMO: 0.3509 Eh

Each line ends with the Mulliken charge.
CARTESIAN COORDINATES (ANGSTROEM)
O 1.4435 -4.1468 4.5197  -0.72
O 5.0382 2.2059 -0.4367  -0.66
O -1.1307 -3.8777 -0.7195  -0.64
O 0.7098 4.2540 1.7208  -0.60
O 0.4336 -2.3500 1.2597  0.53
O 1.8319 -5.0295 -3.8247  -0.65
O -2.0057 3.7499 0.8336  -0.35
O -3.0762 -1.2402 -0.3653  -0.62
O -5.2137 -2.2978 3.2538  -0.72
O -0.6693 -1.5396 -1.8937  0.41
O -6.1448 -1.8068 -2.5011  -0.64
O 4.7834 -2.7358 -1.4998  -0.67
O 5.0711 0.4938 -4.3115  -0.63
O -0.0802 1.2445 -0.5425  0.50
O -2.6988 5.3766 -2.1965  -0.58
O 3.3354 4.4642 3.7410  -0.61
O 2.7297 0.7700 -6.1627  -0.60
O 2.0978 0.1531 -1.5789  -0.27
O 3.4932 -5.1734 -0.8371  -0.62
O -2.1171 0.8761 1.5525  -0.16
O -3.0616 -1.3416 -3.2022  -0.54
O -4.3296 2.2076 0.3936  -0.70
O -2.8176 -2.9926 2.2500  -0.54
O 1.1860 -2.8284 -4.6876  -0.58
O -4.4532 0.8147 -2.2027  -0.81
O 1.7417 5.2827 -0.3483  -0.69
O 3.3017 -3.6280 1.4288  -0.65
O -0.5104 2.9037 4.9286  -0.68
O -0.3020 0.4259 6.2553  -0.59
O -1.2158 -0.0089 3.8085  0.06
O 2.6538 -1.1687 2.8131  -0.63
O 2.9140 3.1731 1.2621  -0.52
O -3.7706 -0.6851 4.4571  -0.57
O 0.1299 -1.9556 4.5663  -0.35
O -0.5306 -0.7711 -4.3688  -0.54
O -0.0770 3.7091 -2.3073  -0.65
O -2.5357 2.7096 -3.0441  -0.45
O 0.8377 0.7272 2.4045  -0.57
O 0.6285 2.5233 -4.8515  -0.53
O 2.1378 -2.7381 -1.0079  0.00
H 1.1468 1.7847 -4.5184  0.20
H 2.3495 0.6764 -2.3757  0.15
H 0.8503 -2.7039 2.0559  -0.13
H -2.8088 6.2315 -1.8906  0.24
H 2.7826 -4.5185 -0.9066  0.26
H -0.4927 -0.4459 6.6300  0.27
H -4.5868 -0.6633 3.8078  0.37
H -2.9692 -2.0477 -3.8790  0.31
H 2.0059 3.4888 0.9219  0.21
H 4.6293 1.3252 -0.6497  0.31
H 0.3774 0.1751 5.5866  0.33
H 0.0876 1.2870 0.4301  -0.18
H 0.7221 3.7197 2.5120  0.15
H -0.9032 3.3116 -1.9592  0.02
H 5.5845 1.2950 -4.1140  0.34
H 0.7489 -4.5311 3.9810  0.32
H 2.5766 4.8239 -0.4180  0.33
H 4.2787 2.6309 0.0134  0.38
H 1.1122 2.7930 -5.6654  0.33
H 2.1122 0.3625 -5.5126  0.18
H -2.2099 1.6751 0.9964  0.13
H 3.0556 -2.5401 -1.2947  0.28
H 3.8804 4.0806 3.0068  0.36
H -2.0295 1.2944 2.4512  0.32
H -5.0533 -2.1235 2.3254  0.34
H -2.7452 4.3937 0.8259  0.24
H -2.6684 -2.7351 1.3517  0.25
H -5.6348 -0.9700 -2.3224  0.36
H -0.9303 -2.9919 -1.0917  0.00
H 4.6184 0.5274 -3.4558  0.28
H -0.5458 -1.3608 -2.8585  0.15
H -4.6264 1.3413 -1.4027  0.44
H -2.3141 -1.7953 -0.6336  0.21
H -4.0600 -0.1155 5.1928  0.22
H 2.0307 -4.3372 -3.1796  0.29
H -0.0574 -0.0065 -4.0619  0.17
H 5.1569 -3.6289 -1.4500  0.30
H 1.4536 0.7541 -1.1025  0.22
H -1.4176 -0.6625 -4.7557  0.26
H 0.8649 -4.8912 -3.7891  0.33
H 0.9748 4.7503 -0.5757  0.33
H 3.5514 -0.8333 2.7902  0.24
H 2.1891 -4.3161 3.8967  0.34
H -0.6933 2.0629 4.4880  0.22
H -2.5626 2.2342 -3.9023  0.24
H -1.3896 4.2832 1.3344  0.14
H 5.0264 -2.3547 -0.6290  0.29
H 0.8007 -2.6610 4.4694  0.29
H -0.5039 3.8409 -3.1960  0.44
H 0.5752 -2.1681 -4.9538  0.32
H 2.8402 2.6140 2.0222  0.24
H 0.2537 2.6036 5.4505  0.37
H -0.4713 -2.6584 1.2066  -0.21
H -3.8235 0.2026 -1.8041  0.25
H -2.0483 -3.5366 2.5378  0.21
H 3.2842 -2.8677 2.0269  0.35
H 1.3577 4.9415 1.6993  0.47
H -2.5525 -0.4543 -0.1090  0.29
H -0.4539 -0.8014 -1.3375  -0.37
H -4.8405 2.0631 1.2046  0.23
H -1.4162 -4.4020 -1.4730  0.32
H 3.1501 -6.0298 -1.0943  0.28
H -2.1609 -1.3802 -2.7954  0.57
H -3.4282 2.0154 0.6658  0.00
H 1.9770 -2.4630 -4.3094  0.26
H 1.6713 -2.0507 -0.5482  -0.13
H -4.3492 -2.6276 3.5509  0.36
H -1.7799 -0.1073 4.5765  0.23
H -0.1263 -2.0950 5.4795  0.23
H 2.4106 4.2766 3.6572  0.26
H -3.3989 2.3104 -2.7846  0.25
H 0.6384 -0.0510 1.8176  0.09
H 3.4768 0.4809 -5.6176  0.42
H -1.9375 4.8815 -2.3729  0.41
H -5.7978 -2.3420 -1.7385  0.32
H 0.3749 0.4901 3.2165  0.25
H 0.4340 1.9590 -0.9449  0.04
H 2.6291 -3.3808 0.7400  0.34
H 1.8836 -0.5959 2.7255  0.18
H -1.8945 -0.4858 3.2700  -0.05

Density functional theory data (ωB97M-V with the def2-TZVPD basis set) for C12H37BHgN3O3 as an isolated structure at a distorted geometry.

energy above the lowest of the compared OMol25 structures with the same formula, charge and spin: 1.149 eV
gap between HOMO and LUMO: 0.3514 Eh
charge: +1

Each line ends with the Mulliken charge.
CARTESIAN COORDINATES (ANGSTROEM)
Hg -29.7604 8.6041 5.7663  2.56
O -29.3208 10.1162 3.9218  -0.12
O -31.2824 6.7655 6.0837  0.23
O -27.4598 8.1258 5.8975  -0.02
N -29.3692 8.1347 8.1153  -0.63
N -28.4283 10.7016 6.4467  -0.38
N -29.4459 6.7579 4.1184  -0.61
C -32.1482 6.5626 7.2058  -1.11
C -30.7452 5.1655 2.7795  -1.57
C -26.3894 8.2112 4.9643  -1.01
C -28.5379 5.7888 7.7908  -1.18
C -28.7371 11.3987 4.0895  -1.08
C -28.7593 11.8204 5.5314  0.12
C -27.8036 12.9842 5.7819  -1.60
C -29.5926 9.8255 2.5645  -0.94
C -31.3583 5.7117 5.1625  -1.08
C -30.8231 6.2591 3.8640  0.23
C -27.0484 7.7353 7.2051  -1.00
C -28.1624 7.2211 8.1235  0.09
B -31.9723 9.7234 5.7905  -0.06
H -32.3769 5.3520 4.9551  0.57
H -29.2246 8.7392 8.9266  0.26
H -32.3907 10.5914 5.0724  -0.18
H -27.4145 10.5789 6.4208  0.18
H -28.9445 6.8667 3.2365  0.34
H -28.5727 11.0533 7.3907  0.29
H -30.8983 4.7617 5.4828  0.40
H -25.6980 7.3704 5.0206  0.35
H -25.8198 9.1210 5.1896  0.32
H -27.6492 5.1609 7.8700  0.45
H -31.7552 5.7343 7.8176  0.34
H -28.8549 5.7422 6.7420  0.06
H -28.8933 5.9908 4.5080  0.24
H -29.3357 5.3145 8.3609  0.37
H -29.1519 12.1796 3.4453  0.54
H -31.6879 8.9065 4.9706  -0.40
H -30.1004 7.5581 8.5396  0.19
H -28.7769 9.2422 2.1114  0.31
H -27.6923 11.3893 3.7214  0.39
H -30.4818 9.2152 2.3898  0.19
H -26.6540 8.6645 7.6451  0.41
H -29.9704 4.4643 3.0958  0.40
H -26.2160 7.0284 7.2141  0.58
H -29.7748 12.1536 5.7588  0.34
H -26.7797 12.7104 5.5119  0.40
H -32.8177 9.3176 6.5302  -0.23
H -28.0861 13.8843 5.2279  0.43
H -31.4515 7.0818 3.5249  0.06
H -26.8420 8.3111 3.9818  0.19
H -33.1230 6.1808 6.8975  0.30
H -27.7357 7.2638 9.1297  0.44
H -29.7236 10.7178 1.9521  0.36
H -32.2186 7.4807 7.7728  0.30
H -31.7215 4.7112 2.6199  0.41
H -30.3818 5.5926 1.8440  0.42
H -27.7951 13.2964 6.8268  0.39
H -30.9846 10.1499 6.2889  -0.25

Density functional theory data (ωB97M-V with the def2-TZVPD basis set) for a 3-piece molecular cluster, C7H18N2 overall at a distorted geometry.

energy above the lowest of the compared OMol25 structures with the same formula, charge and spin: 5.729 eV
gap between HOMO and LUMO (spin up / spin down): 0.2572 / 0.2634 Eh

Each line ends with the Mulliken charge.
CARTESIAN COORDINATES (ANGSTROEM)
N 0.5146 0.8586 1.7142  -0.28
N 0.5081 0.7488 -1.2780  -0.11
C -0.1670 -0.3091 1.3625  -0.18
C 0.2860 -2.2362 -1.0952  -1.00
C 1.1355 -1.1172 -0.5653  -0.48
C 0.0447 -1.5246 2.2029  -1.31
C -1.6919 2.0271 -0.8924  -1.30
C -0.9162 0.8886 -1.5614  -0.38
C 1.1779 1.6945 -0.7128  -0.52
H 0.7396 2.6090 -0.3271  0.26
H -0.0338 1.6726 1.9440  0.22
H 2.2528 1.5819 -0.6254  0.31
H -0.0035 -1.3170 3.2809  0.41
H 1.3116 0.7431 2.3235  0.19
H -0.3216 -1.9025 -1.9408  0.26
H 1.6485 -1.3159 0.3672  0.44
H -2.7414 1.9677 -1.1877  0.38
H -1.3186 3.0051 -1.1992  0.38
H -1.0050 1.0013 -2.6481  0.44
H -1.1750 -0.1345 1.0132  0.24
H -0.3899 -2.6397 -0.3432  0.19
H 1.0283 -1.9916 2.0161  0.31
H -1.6472 1.9696 0.1956  0.23
H -0.7035 -2.2835 1.9771  0.34
H 0.9077 -3.0599 -1.4675  0.38
H 1.9425 -0.8740 -1.2498  0.35
H -1.3834 -0.0621 -1.3029  0.24

Density functional theory data (ωB97M-V with the def2-TZVPD basis set) for C24H29ClN6O in the gas phase at a distorted geometry.

SMILES: CCN(C(=O)[C@H]1CCCN(c2ncnc3c2nc2n3CCCCC2)C1)c1cccc(Cl)c1
gap between HOMO and LUMO: 0.3066 Eh

Each line ends with the Mulliken charge.
CARTESIAN COORDINATES (ANGSTROEM)
Cl 0.8131 3.0792 -3.3351  -0.17
O 1.8526 -3.7672 -1.3815  -0.69
N 0.5150 0.7972 1.2591  -0.38
N 0.8598 -2.1766 2.2378  0.11
N -0.5283 -1.5138 3.9554  -0.66
N 1.1364 -1.9443 -2.4850  0.39
N -1.3359 0.6965 4.2881  -0.68
N -0.6565 2.2119 2.5243  0.13
C 0.3283 3.1134 0.4157  -0.92
C -1.8702 0.1897 -2.8010  -0.86
C -1.0772 -0.9268 -2.6110  0.07
C 0.8904 0.4375 -2.8386  -0.29
C 1.9284 -2.3045 -3.6536  -0.66
C 0.6323 -3.5698 2.5612  -0.84
C -1.1983 -0.5775 4.6007  -0.65
C -1.2974 3.4169 2.9729  -1.00
C 1.1805 -2.7536 -1.3899  -0.50
C 0.0807 1.5401 -3.0433  0.03
C -0.7009 1.0053 3.1559  0.34
C -0.5205 -3.4021 0.3447  -1.38
C -0.9723 3.6620 -0.1827  -0.20
C 0.1315 -1.2090 2.8265  0.23
C 0.0828 2.0213 1.3888  0.38
C 1.0492 -2.8420 -4.7772  -1.16
C 1.4536 -1.9688 0.9457  -2.11
C -2.3419 3.9214 1.9770  -0.71
C 0.3104 -0.8083 -2.6253  -0.42
C 0.2195 -4.3392 1.2963  -0.75
C 0.4220 -2.2904 -0.1602  2.54
C -1.7362 4.6016 0.7495  -0.91
C -1.3002 1.4311 -3.0264  -0.61
C 0.0479 0.1204 2.3624  1.06
H 2.6333 -3.0721 -3.3281  0.45
H 1.0931 -4.7340 0.7773  0.32
H -1.9151 2.3011 -3.1925  0.50
H -0.7202 4.2141 -1.0901  0.26
H 1.6660 -3.1181 -5.6279  0.43
H -2.9451 0.0921 -2.7879  0.42
H -0.4187 -5.1789 1.5721  0.49
H -1.5249 -1.8963 -2.4542  0.51
H 0.5087 -3.7229 -4.4398  0.29
H -2.9679 3.0826 1.6645  0.34
H 0.3304 -2.0893 -5.0956  0.28
H 1.9635 0.5449 -2.8379  0.50
H -0.1488 -1.3855 -0.3692  0.19
H -1.7012 -0.9021 5.5026  0.42
H -2.9805 4.6402 2.4941  0.41
H -0.1513 -3.5980 3.3200  0.43
H -1.3644 -2.9470 0.8689  0.37
H -2.5468 5.0634 0.1805  0.38
H 1.5471 -3.9962 2.9875  0.25
H 1.7851 -0.9349 0.8529  0.43
H -1.6120 2.8244 -0.4704  0.27
H 0.9559 2.7044 -0.3760  0.31
H 2.4823 -1.4275 -3.9972  0.35
H -1.7703 3.1672 3.9260  0.51
H -1.0694 5.4038 1.0766  0.31
H 0.8754 3.9258 0.9032  0.37
H -0.9137 -3.9678 -0.5019  0.57
H -0.5408 4.1916 3.1447  0.34
H 2.3106 -2.6419 0.8572  0.56

Density functional theory data (ωB97M-V with the def2-TZVPD basis set) for C7H11N in the gas phase at a distorted geometry.

energy above the lowest of the compared OMol25 structures with the same formula, charge and spin: 0.000 eV
gap between HOMO and LUMO (spin up / spin down): 0.2584 / 0.2932 Eh
⟨S²⟩: 2.020
2S+1: 3

Each line ends with the Mulliken charge.
CARTESIAN COORDINATES (ANGSTROEM)
N -1.7161 0.9493 0.1199  -0.64
C -0.3138 0.5857 0.0313  2.00
C 0.8711 -1.6793 -0.0253  -1.31
C -1.8316 -1.2748 0.0186  -0.65
C 0.2730 1.2615 1.3121  -1.45
C -2.4593 -0.0619 0.0129  -0.42
C 0.2235 1.1657 -1.3566  -1.69
C -0.3541 -0.8965 -0.0309  -0.11
H 0.9532 0.5246 1.6932  0.29
H -0.4409 1.2696 2.0334  0.50
H -2.2014 -2.2517 -0.0054  0.51
H -3.5519 0.1847 0.1574  0.37
H 1.5357 -1.4039 -0.7289  0.42
H -0.1281 0.5641 -2.0905  0.43
H -0.0804 2.1835 -1.3303  0.51
H 0.6692 2.2904 1.0997  0.30
H 1.3713 1.1700 -1.4314  0.30
H 0.6523 -2.7435 -0.2650  0.33
H 1.3581 -1.5647 0.8925  0.32

Number 1: energy -3057.434900 hartree. Number 2: energy -1047.317301 hartree. Number 3: energy -386.819003 hartree. Number 4: energy -1796.005160 hartree. Number 5: energy -327.902962 hartree.